# C39H61NO23PS

7 unconnected molecules or ions with the total composition C39H61NO23PS at a distorted geometry (ωB97M-V/def2-TZVPD, OMol25).

CARTESIAN COORDINATES (ANGSTROEM)
C 0.2146 -3.2308 4.6529
C 0.4904 -1.7317 4.7773
O 1.3178 -1.2284 3.6975
P 0.6810 -0.6003 2.3899
O 1.7340 0.0636 1.6018
C -0.1551 -1.8495 1.3960
C -1.6462 -2.0898 1.6646
C -2.5070 -0.8882 1.4968
C -2.2326 0.1354 0.6204
C -3.0745 1.2259 0.5702
C -2.7557 2.3887 -0.3254
O -3.0466 3.5073 0.0006
O -2.1177 2.0726 -1.4834
C -4.2009 1.2884 1.3858
C -4.4616 0.2619 2.2407
C -5.6055 0.2355 3.2039
C -5.0872 0.4140 4.6578
C -5.1758 1.8661 5.1632
S -3.5426 2.6781 5.2712
N -3.6065 -0.7851 2.2590
O -0.4674 0.3907 2.8714
C -0.0405 1.5385 3.6729
C -0.3447 2.8016 2.8986
H -0.8494 -3.4512 4.6959
H 0.6998 -3.7541 5.4732
H 0.6488 -3.6127 3.7351
H 1.0613 -1.5321 5.6780
H -0.4363 -1.1607 4.8321
H 0.0239 -1.6295 0.3474
H 0.3574 -2.7922 1.6011
H -1.8014 -2.5681 2.6315
H -2.0038 -2.8188 0.9239
H -1.3503 0.1037 0.0022
H -1.2089 2.4021 -1.4567
H -4.8478 2.1514 1.3661
H -6.1037 -0.7302 3.1334
H -6.2793 1.0481 2.9553
H -5.6620 -0.2296 5.3201
H -4.0409 0.1194 4.7188
H -5.6004 1.8989 6.1608
H -5.7798 2.4826 4.5049
H -3.6222 3.4288 4.1694
H -3.7851 -1.5536 2.8931
H 1.0193 1.4517 3.8975
H -0.6385 1.5028 4.5801
H 0.0904 3.6497 3.4233
H 0.0604 2.7233 1.8921
H -1.4234 2.9482 2.8475
C -1.5941 6.3158 -1.0781
C -1.8255 6.3668 -2.5645
C -1.1624 5.2691 -3.3686
O -0.9611 5.8978 -4.6362
C -0.8642 7.2360 -4.4215
O -0.5103 8.0210 -5.2358
O -1.2186 7.5341 -3.1507
H -2.0804 5.4426 -0.6475
H -0.5264 6.2768 -0.8520
H -1.9913 7.2106 -0.6004
H -2.8964 6.4062 -2.7825
H -1.7780 4.3797 -3.4835
H -0.1851 4.9938 -2.9598
C -2.2185 -8.5038 0.6235
C -1.6569 -7.5116 1.6046
C -2.3787 -6.1830 1.6750
O -1.3192 -5.2868 2.0734
C -0.1604 -5.8126 1.6253
O 0.8742 -5.2139 1.6051
O -0.3348 -7.0676 1.1987
H -3.1984 -8.8461 0.9546
H -2.3139 -8.0540 -0.3657
H -1.5597 -9.3660 0.5332
H -1.5630 -7.9635 2.5952
H -3.1852 -6.1528 2.4034
H -2.7332 -5.8387 0.7031
C 4.2330 1.5212 1.0632
C 4.9757 2.5712 1.8472
C 5.9775 3.4027 1.0737
O 6.9267 3.7549 2.0874
C 6.8912 2.7909 3.0403
O 7.6722 2.6821 3.9243
O 5.8307 1.9696 2.8365
H 3.5591 1.9831 0.3415
H 4.9352 0.8778 0.5288
H 3.6464 0.8863 1.7215
H 4.2686 3.2199 2.3757
H 5.5547 4.2996 0.6284
H 6.4898 2.8191 0.3053
C 5.4248 -5.0599 1.9634
C 4.9080 -5.5109 0.6225
C 3.7871 -6.5266 0.6621
O 3.9774 -7.2290 -0.5745
C 5.2903 -7.1385 -0.9056
O 5.8115 -7.7565 -1.7719
O 5.9141 -6.2400 -0.1056
H 4.6615 -4.4840 2.4871
H 5.7058 -5.9178 2.5753
H 6.3107 -4.4380 1.8429
H 4.6232 -4.6464 0.0152
H 2.7983 -6.0824 0.7007
H 3.9010 -7.2364 1.4856
C -1.5098 -5.8735 -4.2004
C -2.5087 -4.9864 -3.5085
C -2.1854 -3.5069 -3.5052
O -2.8276 -3.0615 -2.2874
C -2.8828 -4.1134 -1.4585
O -3.1816 -4.0450 -0.2968
O -2.5510 -5.2486 -2.0786
H -1.5166 -5.6806 -5.2723
H -0.5041 -5.7013 -3.8153
H -1.7506 -6.9221 -4.0339
H -3.5138 -5.1618 -3.8982
H -2.5826 -2.9665 -4.3587
H -1.1147 -3.3164 -3.4149
C 1.6776 9.4451 -7.0418
C 2.2839 8.8210 -8.2686
C 1.8028 7.4206 -8.5798
O 2.9300 6.8574 -9.2642
C 4.0411 7.5044 -8.8309
O 5.1529 7.1603 -9.0578
O 3.6971 8.5902 -8.0988
H 0.6155 9.6293 -7.1930
H 1.7953 8.7902 -6.1803
H 2.1684 10.3893 -6.8071
H 2.1592 9.4734 -9.1375
H 0.9223 7.3910 -9.2159
H 1.6189 6.8393 -7.6732

Results
- LUMO: -0.16987 Ha
- Gap between HOMO and LUMO: 0.2578 hartree
- Charge: +1



# C28H42NO2SiTm

A molecular structure, C28H42NO2SiTm at a distorted geometry (ωB97M-V/def2-TZVPD, OMol25).

CARTESIAN COORDINATES (ANGSTROEM)
O 3.1922 3.1080 0.0158
C 4.5221 2.4943 -0.0496
C 5.3549 3.7598 -0.2202
H 4.6003 1.8445 -0.9316
H 4.7499 1.9456 0.8696
C 3.9329 4.3680 -0.1749
H 5.9062 3.8317 -1.1643
H 6.0199 3.9789 0.6260
C 3.6143 5.0443 -1.4918
H 3.7239 4.3473 -2.3254
H 4.3090 5.8689 -1.6761
H 2.6131 5.4748 -1.4974
C 3.7528 5.2538 1.0316
H 4.0193 4.6963 1.9203
H 2.7183 5.5886 1.0831
H 4.3929 6.1405 0.9636
Tm -1.6252 0.2166 1.0026
C -1.8492 -0.1867 3.3784
C -1.0598 -1.2497 2.8357
C 0.1407 -0.7004 2.3156
H -1.3012 -2.3013 2.8039
C 0.1381 0.7088 2.5896
C -1.0916 1.0183 3.2452
H -1.3596 1.9831 3.6905
H -2.8258 -0.2778 3.8703
H 0.9493 -1.2878 1.9000
H 0.9963 1.3623 2.4848
C -3.6020 0.7083 -0.4951
C -3.4084 1.8611 0.3125
C -2.2011 2.4731 -0.1094
H -4.1342 2.2703 1.0327
C -1.5880 1.6535 -1.0968
C -2.4797 0.5670 -1.3613
H -2.3533 -0.1810 -2.1261
H -4.4849 0.0924 -0.4787
H -1.9028 3.5108 0.1363
H -0.7122 1.8905 -1.6736
O 2.3419 -0.2262 -2.0093
C 2.0107 0.5114 -0.8120
C 2.8879 -0.0302 0.3496
H 0.9279 0.3011 -0.6175
H 2.1187 1.6019 -0.7945
C 4.0149 -0.5980 -0.4921
H 2.3682 -0.8372 0.8622
H 3.2117 0.6841 1.0825
C 3.1402 -1.3491 -1.4882
H 4.8816 -1.0661 -0.0157
H 4.4736 0.2687 -1.0395
H 2.4185 -1.9952 -0.9595
H 3.6739 -1.9392 -2.2526
C -3.8723 -2.9608 2.6323
Si -3.7614 -2.8722 0.7658
C -3.6979 -4.6979 0.3478
C -5.3369 -2.1869 0.0166
N -2.2951 -2.0776 0.2055
C -1.7219 -2.5444 -0.9589
C -0.2959 -2.5971 -1.1042
C 0.2725 -2.8116 -2.3628
C -0.5383 -3.0060 -3.4778
C -1.9245 -3.1208 -3.3316
C -2.5113 -2.9421 -2.0802
H -4.4871 -3.8457 2.8419
H -4.3467 -2.0796 3.0706
H -2.9032 -3.1320 3.1076
H -4.4575 -5.1848 0.9774
H -3.9048 -4.9118 -0.7068
H -2.7102 -5.1011 0.6091
H -5.5815 -1.1706 0.3526
H -5.3461 -2.2055 -1.0835
H -6.1567 -2.8350 0.3628
H 0.3054 -2.5137 -0.1908
H 1.3585 -2.8549 -2.4556
H -0.0733 -3.1129 -4.4565
H -2.5602 -3.3699 -4.1791
H -3.5907 -3.0681 -1.9511

Results
- LUMO (spin up / spin down): 0.00900 / 0.01145 Ha
- ΔE to the lowest compared entry with this formula, charge and spin: 0.0 kJ/mol
- Gap between HOMO and LUMO (spin up / spin down): 0.2548 / 0.2572 hartree
- Multiplicity: 3
- Charge: 0



# CH5NOS

2 unconnected molecules or ions with the total composition CH5NOS at a distorted geometry (ωB97M-V/def2-TZVPD, OMol25).

CARTESIAN COORDINATES (ANGSTROEM)
C -1.1388 0.6463 -0.0990
N 1.7047 -0.5964 0.6718
O -1.1150 1.1584 -1.2693
S 0.4148 -1.3059 -0.1369
H -0.8124 1.1666 0.7372
H -1.8695 -0.0039 0.2561
H 1.7252 -1.0092 1.5386
H 2.5737 -0.6636 0.2111
H -1.4828 0.6077 -1.9095

Results
- LUMO: 0.01750 Ha
- ΔE to the lowest compared entry with this formula, charge and spin: 285.8 kJ/mol
- Gap between HOMO and LUMO: 0.2959 hartree
- Charge: 0